ORCA calculation (ωB97M-V with the def2-TZVPD basis set) on a structure of composition C37H29AuO5PSSb at a distorted geometry.

Each line ends with the Löwdin charge.
Positions of all 75 atoms, in Å:
C 4.007431 -0.604353 2.704835  -0.084
H 3.600631 1.286147 1.749035  0.085
H 1.639231 -2.800453 3.684535  0.098
O 2.399431 2.759747 0.566235  -0.482
C -4.095869 -0.340853 -1.780865  0.004
O 3.022031 3.370847 -1.685065  -0.264
H -2.207769 0.554547 5.692735  0.099
C -3.516969 0.017547 2.619635  -0.106
C 0.624031 -2.767753 -1.863565  -0.339
H 0.649131 -3.617953 -3.834365  0.111
C 0.543631 6.139447 3.660635  -0.096
H 1.751931 -4.290853 0.931735  0.106
C 1.499531 -4.144853 -0.105465  -0.055
H 2.640231 3.607247 2.831935  0.093
O -2.464869 2.102047 -2.273465  0.118
C -1.240469 1.009647 3.838635  -0.162
C -0.669669 4.280947 2.745535  -0.125
H 5.079531 -0.492853 2.659335  0.100
H -1.672869 -1.208853 -4.982565  0.107
C 2.076431 -1.904253 3.268535  -0.108
C -2.081369 0.997147 -1.997965  -0.364
C 1.256431 -0.917353 2.747935  -0.150
H -4.242969 -0.328453 4.604435  0.095
C -2.704869 -0.268953 -2.047865  -0.234
H -4.422269 -3.648953 -1.186965  0.113
H -4.404769 -0.367053 2.136435  0.089
C 1.728231 5.432647 3.521335  -0.086
C 0.886531 -3.774853 -2.790165  -0.074
H -4.671569 0.572047 -1.767665  0.130
C -0.645669 -0.901453 -5.128565  -0.080
H -1.582269 6.098647 3.424235  0.098
H 0.554631 7.149847 4.042135  0.097
C 1.113731 -0.058053 -6.534965  -0.067
C 1.435431 -4.969453 -2.359265  -0.069
Au 0.023431 0.883147 -1.544465  0.979
C 2.005831 -0.119853 -5.473165  -0.056
H -1.607069 3.824547 2.446235  0.097
H 1.449531 0.310347 -7.493965  0.108
C -2.286169 0.537147 4.613935  -0.088
H 2.155431 -6.096153 -0.689165  0.109
C -1.970569 -1.491453 -2.072865  -0.290
C -1.328569 0.977647 2.462035  -0.366
H 2.251531 -0.576053 -3.390965  0.106
S 2.143831 2.584047 -0.890265  0.227
O 2.223031 1.118747 -1.160365  -0.460
C 1.812331 0.255747 2.250935  -0.319
H 1.632431 -5.759753 -3.068065  0.108
O 0.671431 2.920947 -1.079365  -0.542
H 4.087631 -2.512253 3.679535  0.097
H 0.762031 -2.144353 0.179635  0.098
C -4.684569 -1.540953 -1.485765  -0.046
Sb 0.528231 1.775947 1.400035  1.572
C -0.658269 5.552347 3.296235  -0.093
C -3.933969 -2.725753 -1.456465  -0.035
C -2.588469 -2.699353 -1.764465  -0.045
H 0.181631 -1.049453 2.751635  0.086
C 1.735431 -5.158053 -1.019265  -0.062
P -0.233769 -1.244553 -2.341965  1.013
C 0.246531 -0.953153 -4.065565  -0.373
C 1.576031 -0.560453 -4.238065  -0.097
C 1.720931 4.158447 2.981535  -0.119
C 0.945631 -2.948553 -0.522165  -0.064
H -5.741669 -1.573053 -1.263965  0.115
C 3.451931 -1.745353 3.259635  -0.102
H 2.662931 5.883947 3.820035  0.100
H -0.345969 1.397647 4.304635  0.097
H -1.996969 -3.605653 -1.748665  0.114
C -2.461569 0.486847 1.847235  -0.140
H -0.894169 -0.386053 -7.192765  0.107
H 3.026431 0.208847 -5.602965  0.115
C 3.190831 0.397147 2.204235  -0.115
C 0.522931 3.587647 2.574235  -0.323
C -0.203569 -0.451553 -6.364365  -0.072
H -2.530769 0.468947 0.765435  0.063
C -3.425769 0.040847 4.000835  -0.106

Forces on atoms 1 to 3 (eV/Å):
C 0.08 0.02 -0.01
H 0.20 0.01 0.06
H -0.06 -0.11 0.07

Properties
HOMO-LUMO gap (spin up / spin down): 4.5 / 4.5 eV
E_tot: -79428.1936 eV
multiplicity: 1
HOMO (spin up / spin down): -6.55 / -6.54 eV



ORCA calculation (ωB97M-V with the def2-TZVPD basis set) on a structure of composition C4H2BaBrNO3 at a distorted geometry.

Each line ends with the Löwdin charge.
Positions of all 12 atoms, in Å:
C 1.344887 0.119434 1.345278  -0.442
O 1.811801 0.618794 2.269251  0.254
H -1.661406 -1.015169 -1.087184  0.123
Br -1.655190 0.798230 1.677776  0.573
H -0.639879 -0.796519 -2.326893  0.132
Ba -3.787273 2.475320 1.431509  1.753
C -0.054382 0.190394 0.735300  -0.405
O 2.106721 -0.710991 0.499018  0.188
C 0.016514 -0.230487 -0.538839  -0.222
C 1.529978 -0.544259 -0.732463  -0.378
N -0.995385 -0.342968 -1.478153  0.151
O 1.983615 -0.561779 -1.794600  0.275

Forces on atoms 1 to 3 (eV/Å):
C -1.12 -1.26 -1.12
O 0.46 1.16 2.30
H -0.29 0.43 -0.22

Properties
HOMO-LUMO gap: 7.8 eV
E_tot: -82531.0627 eV
charge: +2
multiplicity: 1
HOMO: -16.83 eV



ORCA calculation (ωB97M-V with the def2-TZVPD basis set) on a structure of composition C7H10N3O2 at a distorted geometry.

Each line ends with the Löwdin charge.
Positions of all 22 atoms, in Å:
H 3.097092 -1.017783 -1.366606  0.126
C -1.567588 -1.194336 -1.138102  -0.003
C -1.117260 0.790112 0.750440  -0.119
H -1.257925 -2.279467 -1.321317  0.145
N 0.104906 0.690410 0.355523  0.055
O 0.505920 1.317953 -1.911043  0.181
H 1.159191 -0.990677 1.236481  0.148
H -2.994751 1.363034 1.476078  0.081
H 3.844512 -0.013434 0.034185  0.076
C 3.268739 0.014239 -0.858495  0.003
N -1.979260 -0.791983 0.165884  0.049
C -2.806244 -1.252741 0.901964  -0.237
O -3.402414 -1.619255 1.797964  0.302
C -1.958184 1.533544 1.349142  0.151
C 1.346411 0.092061 0.977911  -0.002
N 1.976118 0.355098 -0.310302  -0.069
H 3.694044 0.711966 -1.737167  0.158
H 1.738179 0.506249 1.944661  0.154
H -0.632739 -0.733718 -1.188816  0.037
H -1.805152 2.594436 1.722495  0.140
C 0.910759 0.847105 -0.906468  -0.470
H -2.124355 -0.922815 -1.974418  0.092

Forces on atoms 1 to 3 (eV/Å):
H 0.99 1.50 1.02
C 1.92 -2.78 -0.14
C 1.37 -1.01 -0.94

Properties
HOMO-LUMO gap: 9.8 eV
E_tot: -15975.6406 eV
charge: +1
multiplicity: 1
HOMO: -13.94 eV



Which value of multiplicity does entry 3 give? 1